No. 1
Below is C2H2Br2N2S in the gas phase in a non-equilibrium geometry, with properties calculated with ωB97M-V/def2-TZVPD.

Summary:
2S+1: 3
Highest occupied orbital energy (spin up / spin down): -6.70 / -9.87 eV
Strongest force on any atom: 5.9 eV/A
⟨S²⟩: 2.02

Each line ends with the natural charge from an NBO analysis.
CARTESIAN COORDINATES (ANGSTROEM)
C: 0.40 0.91 -1.06  -0.2197
C: -0.76 -0.56 0.39  -0.4465
N: 0.90 0.93 0.23  -0.2116
N: 0.43 -0.05 0.99  -0.1365
S: -0.73 -0.36 -1.39  0.3848
Br: 0.71 2.40 -2.09  0.1836
Br: 1.70 -1.56 1.23  -0.0529
H: -1.03 -1.53 0.72  0.2533
H: -1.63 -0.18 0.97  0.2455


No. 2
Below is a molecular structure, C11H30LaN7O6P2S in a non-equilibrium geometry, with properties calculated with ωB97M-V/def2-TZVPD.

Summary:
Highest occupied orbital energy: -14.19 eV
Energy relative to the best compared isomer or geometry (same formula, charge and spin): 0.668 eV
Strongest force on any atom: 3.1 eV/A
Net charge: +2

Each line ends with the natural charge from an NBO analysis.
CARTESIAN COORDINATES (ANGSTROEM)
La: 0.11 0.38 0.12  2.1150
N: 4.38 2.31 -0.38  -0.6861
C: 3.77 0.98 -0.07  -0.6086
C: 4.83 -0.06 0.16  -0.6523
P: 2.78 1.25 1.49  2.3687
O: 1.86 2.57 1.04  -1.0225
O: 3.69 1.65 2.56  -1.0656
O: 1.76 0.14 1.60  -1.2163
P: 2.57 0.56 -1.39  2.3431
O: 3.57 0.60 -2.64  -0.9918
O: 1.55 1.68 -1.43  -1.1513
O: 1.89 -0.78 -1.20  -1.1548
H: 4.80 2.69 0.49  0.4646
H: 3.63 2.93 -0.72  0.4687
H: 5.11 2.24 -1.10  0.4564
H: 5.39 0.14 1.07  0.2589
H: 5.51 -0.14 -0.69  0.2409
H: 4.34 -1.03 0.29  0.2656
H: 2.05 3.29 1.65  0.5340
H: 3.21 0.32 -3.48  0.5339
C: -2.92 1.69 1.23  -0.4245
N: -1.57 1.45 1.78  -0.5555
C: -1.05 2.75 2.25  -0.4196
C: -1.66 0.54 2.95  -0.2442
C: -2.07 -0.88 2.57  -0.2459
N: -1.08 -1.55 1.69  -0.5295
C: -1.78 -2.70 1.07  -0.4152
C: 0.00 -2.12 2.54  -0.4271
H: -3.62 1.95 2.03  0.2127
H: -3.30 0.80 0.72  0.2105
H: -2.89 2.51 0.52  0.2340
H: -1.76 3.21 2.95  0.2193
H: -0.91 3.42 1.41  0.2203
H: -0.10 2.60 2.77  0.2151
H: -2.40 0.94 3.66  0.2250
H: -0.69 0.53 3.46  0.2228
H: -3.03 -0.85 2.06  0.2163
H: -2.21 -1.45 3.50  0.2250
H: -2.22 -3.35 1.84  0.2171
H: -1.07 -3.29 0.49  0.2051
H: -2.59 -2.34 0.43  0.2021
H: -0.42 -2.83 3.27  0.2089
H: 0.53 -1.34 3.07  0.2303
H: 0.71 -2.65 1.91  0.2201
C: -2.51 -3.05 -4.14  -0.6761
C: -2.38 -1.59 -3.96  0.3587
N: -2.89 -0.68 -4.71  -0.2124
N: -2.61 0.50 -4.15  -0.3403
C: -1.92 0.36 -3.00  0.2531
S: -1.52 1.57 -1.92  -0.2542
N: -1.74 -1.00 -2.87  -0.2325
N: -1.00 -1.61 -1.86  -0.6518
H: -3.05 -3.24 -5.06  0.2851
H: -3.08 -3.49 -3.32  0.2405
H: -1.54 -3.54 -4.19  0.2430
H: -2.91 1.37 -4.57  0.4533
H: -0.07 -1.88 -2.21  0.4093
H: -1.48 -2.47 -1.58  0.4003


No. 3
Below is 2 unconnected molecules or ions with the total composition C5H13N2O in a non-equilibrium geometry, with properties calculated with ωB97M-V/def2-TZVPD.

Summary:
Highest occupied orbital energy: -11.95 eV
Energy relative to the best compared isomer or geometry (same formula, charge and spin): 5.371 eV
Strongest force on any atom: 2.7 eV/A
Net charge: +1

Each line ends with the natural charge from an NBO analysis.
CARTESIAN COORDINATES (ANGSTROEM)
O: -1.19 -0.05 0.49  -0.3590
C: -0.58 0.84 1.05  0.2504
C: 0.61 1.45 0.50  0.2820
C: 1.42 0.98 -0.62  -0.5485
C: 2.58 0.01 -0.26  -0.3314
C: 1.97 -1.27 0.35  -0.2402
N: 0.97 -1.88 -0.55  -0.7684
N: -5.10 0.14 -0.54  -1.0811
H: -0.98 1.21 2.00  0.1878
H: 1.00 2.30 1.06  0.2281
H: 0.75 0.48 -1.33  0.2968
H: 1.85 1.90 -1.05  0.2981
H: 3.16 0.54 0.49  0.2242
H: 3.23 -0.28 -1.08  0.2615
H: 2.72 -2.04 0.49  0.2392
H: 1.52 -1.04 1.34  0.1850
H: 0.02 -1.59 -0.31  0.3911
H: 1.13 -2.88 -0.63  0.4013
H: -5.53 0.67 -1.26  0.3703
H: -4.10 0.19 -0.54  0.3477
H: -5.45 0.32 0.38  0.3651


No. 4
Below is a molecular structure, C15H15Cl2NNaO2SSi, with properties calculated with ωB97M-V/def2-TZVPD.

Summary:
Highest occupied orbital energy: -4.30 eV
Energy relative to the best compared isomer or geometry (same formula, charge and spin): 0.138 eV
Strongest force on any atom: 0.6 eV/A
Net charge: -1

Each line ends with the natural charge from an NBO analysis.
CARTESIAN COORDINATES (ANGSTROEM)
Na: 0.24 0.17 0.06  0.9014
Cl: 6.04 0.25 4.46  -0.0501
C: 4.87 -0.03 3.19  -0.1089
C: 5.33 -0.26 1.89  -0.2157
C: 4.44 -0.48 0.88  -0.1220
Cl: 5.04 -0.79 -0.72  -0.0178
C: 3.00 -0.47 1.05  0.4277
O: 2.22 -0.65 0.09  -0.7420
C: 2.59 -0.25 2.42  -0.3135
C: 1.21 -0.26 2.86  0.4270
O: 0.20 -0.44 2.20  -0.6180
C: 3.53 -0.03 3.45  -0.1666
H: 6.39 -0.27 1.68  0.2272
H: 1.11 -0.10 3.96  0.0973
H: 3.17 0.14 4.45  0.2134
C: -2.77 5.29 -1.63  -1.1168
Si: -3.40 4.47 -0.07  1.6595
C: -2.51 5.13 1.44  -1.1187
C: -5.21 4.97 0.10  -1.1180
C: -3.34 2.59 -0.17  -0.5585
C: -4.50 1.85 -0.11  -0.1358
C: -4.48 0.46 -0.17  -0.3381
C: -3.24 -0.14 -0.31  0.0579
N: -2.10 0.53 -0.38  -0.5593
C: -2.12 1.88 -0.31  0.1175
S: -0.59 2.73 -0.39  -0.5044
H: -2.94 6.37 -1.57  0.2170
H: -3.31 4.92 -2.50  0.2267
H: -1.71 5.10 -1.78  0.2644
H: -2.62 6.21 1.49  0.2175
H: -1.45 4.88 1.41  0.2666
H: -2.94 4.70 2.35  0.2271
H: -5.28 6.06 0.15  0.2267
H: -5.67 4.57 1.01  0.2263
H: -5.82 4.64 -0.74  0.2255
H: -5.46 2.35 0.00  0.1973
H: -5.38 -0.14 -0.11  0.2033
H: -3.16 -1.22 -0.35  0.1767


No. 5
Below is C24H36N6O4 in the gas phase, with properties calculated with ωB97M-V/def2-TZVPD.

Summary:
Highest occupied orbital energy: -7.78 eV
Energy relative to the best compared isomer or geometry (same formula, charge and spin): 0.000 eV
Strongest force on any atom: 0.9 eV/A
SMILES string: CC(C)CN(C(=O)CN1CCN(c2ccc(O)cc2)CC1)c1c(N)n(CC(C)C)c(=O)[nH]c1=O

Each line ends with the natural charge from an NBO analysis.
CARTESIAN COORDINATES (ANGSTROEM)
C: -0.13 -1.65 5.16  -0.5997
C: 0.52 -1.83 3.78  -0.2411
C: -0.49 -2.42 2.80  -0.6115
C: 1.05 -0.47 3.31  -0.2050
N: 1.65 -0.46 1.98  -0.4719
C: 2.68 -1.29 1.68  0.7098
O: 3.03 -2.20 2.40  -0.6140
C: 3.34 -1.05 0.33  -0.3161
N: 2.38 -1.11 -0.76  -0.4468
C: 2.88 -0.55 -2.00  -0.2315
C: 1.70 -0.33 -2.96  -0.2067
N: 0.74 -1.42 -2.84  -0.4584
C: -0.61 -1.16 -2.75  0.2388
C: -1.16 -0.10 -3.48  -0.2679
C: -2.51 0.18 -3.43  -0.2569
C: -3.37 -0.61 -2.67  0.2614
O: -4.69 -0.28 -2.63  -0.6712
C: -2.84 -1.68 -1.96  -0.2693
C: -1.48 -1.95 -2.00  -0.3013
C: 1.34 -2.64 -2.37  -0.2133
C: 1.92 -2.48 -0.95  -0.2339
C: 1.47 0.76 1.26  -0.1059
C: 0.37 0.94 0.46  0.4772
N: -0.58 -0.02 0.37  -0.8054
N: 0.16 2.13 -0.20  -0.4428
C: -1.08 2.40 -0.91  -0.2395
C: -2.27 2.60 0.04  -0.2315
C: -2.00 3.74 1.01  -0.6103
C: -3.52 2.88 -0.79  -0.6063
C: 1.09 3.16 -0.15  0.8000
O: 0.95 4.19 -0.77  -0.6277
N: 2.17 2.93 0.64  -0.6371
C: 2.45 1.80 1.41  0.6258
O: 3.45 1.76 2.10  -0.6257
H: 0.59 -1.23 5.86  0.2117
H: -0.98 -0.98 5.09  0.1953
H: -0.47 -2.61 5.54  0.2104
H: 1.36 -2.52 3.87  0.2399
H: -1.31 -1.73 2.62  0.1986
H: -0.01 -2.68 1.86  0.1947
H: -0.91 -3.34 3.21  0.2167
H: 1.80 -0.13 4.03  0.2117
H: 0.23 0.25 3.30  0.2002
H: 4.15 -1.80 0.23  0.1963
H: 3.81 -0.06 0.35  0.2324
H: 3.65 -1.18 -2.46  0.1661
H: 3.33 0.42 -1.78  0.2162
H: 1.20 0.61 -2.70  0.2025
H: 2.07 -0.26 -3.99  0.1887
H: -0.53 0.51 -4.10  0.2225
H: -2.92 1.00 -4.00  0.2309
H: -5.18 -0.93 -2.11  0.4800
H: -3.49 -2.30 -1.37  0.2116
H: -1.12 -2.79 -1.42  0.2172
H: 0.61 -3.45 -2.40  0.2177
H: 2.15 -2.90 -3.06  0.1966
H: 2.73 -3.21 -0.81  0.1829
H: 1.15 -2.69 -0.19  0.1873
H: -1.16 -0.07 -0.45  0.4155
H: -0.27 -0.91 0.73  0.4199
H: -1.29 1.60 -1.63  0.2157
H: -0.91 3.33 -1.46  0.2557
H: -2.43 1.68 0.61  0.2044
H: -1.78 4.66 0.47  0.2138
H: -1.15 3.51 1.66  0.2060
H: -2.87 3.92 1.64  0.2127
H: -4.38 3.01 -0.14  0.2133
H: -3.73 2.06 -1.47  0.2158
H: -3.39 3.79 -1.38  0.2038
H: 2.85 3.69 0.70  0.4310


> The highest strongest force on any atom belongs to which entry?

C2H2Br2N2S